Density functional theory data (ωB97M-V with the def2-TZVPD basis set) for an isolated molecule of C4H3NO.

Computed properties:
LUMO energy (spin up / spin down)	-0.75 / -0.75	eV
SMILES	O=C/C=C1C=N\1
HOMO-LUMO gap (spin up / spin down)	7.97 / 7.97	eV
E_HOMO (spin up / spin down)	-8.72 / -8.72	eV
energy above the lowest of the compared OMol25 structures with the same formula, charge and spin	122.3	kcal per mole

Last column: natural (NBO) charge in e.
Geometry (Å):
C  -0.934  0.785  0.209  -0.01
C  1.599  0.531  0.158  0.38
C  0.231  0.212  -0.308  -0.37
C  -1.639  -0.767  0.061  0.22
N  -2.208  0.305  -0.140  -0.28
O  2.515  -0.236  -0.077  -0.52
H  1.868  1.506  0.750  0.14
H  0.216  -0.568  -0.991  0.19
H  -1.648  -1.767  0.339  0.25

---

Density functional theory data (ωB97M-V with the def2-TZVPD basis set) for an isolated molecule of C4H5FO2S.

Computed properties:
LUMO energy	0.50	eV
SMILES	O=C1OC[C@H](F)CS1
HOMO-LUMO gap	10.24	eV
E_HOMO	-9.75	eV
energy above the lowest of the compared OMol25 structures with the same formula, charge and spin	0.0	kcal per mole

Last column: natural (NBO) charge in e.
Geometry (Å):
C  1.029  -0.004  0.137  0.17
C  0.238  -1.116  -0.493  -0.11
C  -1.861  -0.343  0.358  0.65
C  0.398  1.378  -0.016  -0.57
H  2.054  0.005  -0.307  0.19
H  0.117  -0.998  -1.584  0.20
H  0.750  -2.071  -0.328  0.22
H  0.860  2.042  0.729  0.24
H  0.696  1.833  -0.982  0.23
O  -1.024  -1.339  0.064  -0.49
O  -2.966  -0.568  0.731  -0.56
F  1.136  -0.232  1.497  -0.36
S  -1.426  1.412  0.194  0.19

---

Density functional theory data (ωB97M-V with the def2-TZVPD basis set) for a structure of composition C3H13B2BeCl7.

Computed properties:
expectation value of S²	0.756
multiplicity	2
LUMO energy (spin up / spin down)	-7.01 / -10.80	eV
charge	+1
HOMO-LUMO gap (spin up / spin down)	6.41 / 2.63	eV
E_HOMO (spin up / spin down)	-13.43 / -13.43	eV

Last column: Löwdin spin population.
Geometry (Å):
Be  2.328  -1.610  0.036  0.00
B  4.217  -0.056  -1.433  0.00
H  3.169  0.200  -1.426  0.00
H  4.387  -1.029  -0.998  0.00
H  4.627  -0.132  -2.428  0.00
H  4.748  0.658  -0.822  0.00
B  0.145  -0.354  -0.094  0.00
H  0.048  -1.195  -0.763  0.00
H  0.977  0.255  -0.412  0.00
H  -0.766  0.220  -0.168  0.00
H  0.297  -0.792  0.880  0.00
C  -3.204  0.773  1.403  0.00
Cl  -3.027  2.113  0.296  0.13
Cl  -4.639  -0.126  1.122  0.02
Cl  -3.458  1.350  3.076  0.02
H  -2.379  0.063  1.464  0.00
C  -1.887  -3.412  -0.542  0.00
Cl  -0.335  -4.183  -0.934  0.00
Cl  -3.211  -4.306  -1.294  0.00
H  -1.905  -3.427  0.547  0.00
H  -1.899  -2.391  -0.923  0.00
C  0.298  3.346  0.621  -0.01
Cl  -0.618  4.165  1.933  0.50
Cl  1.733  4.347  0.243  0.35
H  0.684  2.356  0.865  0.00
H  -0.334  3.166  -0.249  0.00

---

Density functional theory data (ωB97M-V with the def2-TZVPD basis set) for a cluster of 2 separate species, C19H39N6OS2Si2 in total.

Computed properties:
LUMO energy	-3.63	eV
charge	+1
HOMO-LUMO gap	7.78	eV
E_HOMO	-11.40	eV

Last column: natural (NBO) charge in e.
Geometry (Å):
C  3.173  -1.939  1.529  -0.74
C  4.174  -2.821  0.735  0.63
C  3.879  -4.258  0.229  -0.74
N  5.349  -2.293  0.436  -0.65
C  5.183  -1.580  -0.807  0.13
C  6.061  -1.936  -2.057  -0.23
N  5.967  -0.679  -2.894  -0.57
C  5.098  0.194  -2.205  0.69
N  4.219  1.039  -2.679  -0.53
C  4.080  1.145  -4.158  -0.24
C  3.125  -0.063  -4.610  -0.43
C  1.727  0.469  -5.132  -0.55
S  0.293  -0.553  -4.650  0.35
C  -0.021  -0.333  -2.890  -0.04
S  0.957  0.692  -2.019  -0.12
N  -1.078  -1.070  -2.318  -0.45
C  -1.149  -1.430  -0.974  -0.08
C  -2.352  -2.230  -0.709  -0.07
N  -2.972  -2.265  -1.999  -0.41
C  -2.251  -1.608  -2.892  0.18
N  5.404  -0.080  -0.830  -0.61
H  3.274  -2.103  2.636  0.29
H  2.103  -2.062  1.204  0.24
H  3.419  -0.851  1.364  0.23
H  4.877  -4.766  0.123  0.26
H  3.438  -4.246  -0.811  0.26
H  3.217  -4.859  0.905  0.25
H  4.132  -1.646  -1.226  0.13
H  5.421  -2.655  -2.648  0.20
H  7.079  -2.378  -1.929  0.25
H  5.759  -0.870  -3.875  0.40
H  3.666  1.567  -2.008  0.45
H  5.084  0.974  -4.636  0.22
H  3.705  2.139  -4.491  0.25
H  2.942  -0.743  -3.743  0.23
H  3.650  -0.673  -5.400  0.22
H  1.598  1.512  -4.743  0.24
H  1.805  0.557  -6.251  0.27
H  -0.358  -1.145  -0.245  0.23
H  -2.699  -2.685  0.237  0.25
H  -2.500  -1.499  -3.967  0.23
H  4.878  0.460  -0.141  0.39
O  -3.916  2.324  3.610  -1.24
Si  -2.667  1.755  2.673  1.91
C  -2.969  2.218  0.877  -1.14
C  -2.562  -0.113  2.791  -1.14
C  -0.992  2.430  3.163  -1.13
Si  -5.569  2.098  3.665  1.90
C  -6.412  3.077  5.016  -1.13
C  -5.950  0.283  3.959  -1.14
C  -6.329  2.620  2.031  -1.14
H  -3.844  1.697  0.484  0.24
H  -2.107  1.947  0.262  0.23
H  -3.138  3.293  0.785  0.24
H  -2.503  -0.428  3.835  0.24
H  -1.677  -0.479  2.265  0.22
H  -3.442  -0.579  2.342  0.23
H  -0.736  2.159  4.190  0.24
H  -0.961  3.518  3.072  0.24
H  -0.227  2.015  2.504  0.23
H  -6.044  2.794  6.004  0.24
H  -7.487  2.878  4.987  0.24
H  -6.267  4.151  4.882  0.24
H  -5.633  -0.325  3.108  0.23
H  -7.023  0.135  4.099  0.24
H  -5.433  -0.078  4.852  0.24
H  -6.009  1.962  1.220  0.23
H  -6.040  3.643  1.778  0.24
H  -7.419  2.576  2.087  0.24

---

Density functional theory data (ωB97M-V with the def2-TZVPD basis set) for a cluster of 4 separate species, C21H22F3N5O11S in total.

Computed properties:
LUMO energy	-1.59	eV
SMILES	[H]/N=C(\C)Cc1c(N=C=O)c(COC)c(N)c2nsnc12.O=C1OC[C@@H](F)O1.O=C1OC[C@@H](F)O1.O=C1OC[C@@H](F)O1
HOMO-LUMO gap	6.38	eV
E_HOMO	-7.98	eV

Last column: natural (NBO) charge in e.
Geometry (Å):
C  -2.788  -0.157  0.259  -0.29
O  -2.526  -1.604  0.328  -0.57
C  -2.827  -2.130  1.699  -0.11
C  -1.736  -1.605  2.817  -0.09
C  -0.086  -1.665  2.553  0.13
N  0.336  -2.281  1.229  -0.52
C  0.936  -1.316  0.410  0.86
O  1.940  -0.707  -0.280  -0.52
C  0.926  -1.088  3.713  0.01
C  2.564  -1.139  3.392  -0.51
C  2.898  0.333  2.683  0.31
C  4.184  0.632  1.710  -0.71
N  2.015  1.378  2.950  -0.64
C  0.487  -0.461  5.163  0.14
N  1.380  0.070  6.304  -0.55
S  0.203  0.531  7.551  0.80
N  -1.354  0.126  6.790  -0.58
C  -1.136  -0.442  5.389  0.09
C  -2.233  -0.983  4.279  0.19
N  -3.698  -0.905  4.681  -0.83
H  -2.054  0.460  0.968  0.20
H  -3.895  0.125  0.579  0.18
H  -2.593  0.166  -0.867  0.21
H  -2.857  -3.306  1.609  0.24
H  -3.893  -1.664  1.968  0.19
H  2.785  -2.013  2.609  0.24
H  3.141  -1.308  4.397  0.26
H  4.649  1.675  2.060  0.24
H  3.925  0.760  0.574  0.25
H  5.058  -0.172  1.812  0.23
H  2.342  2.245  2.466  0.35
H  -4.224  -0.464  3.892  0.38
H  -3.789  -0.360  5.572  0.40
C  -1.908  -3.500  -2.739  -0.14
C  -2.540  -4.842  -2.590  0.44
O  -3.584  -4.821  -3.536  -0.48
C  -3.154  -3.983  -4.521  0.96
O  -3.652  -3.920  -5.632  -0.56
O  -2.090  -3.226  -4.113  -0.48
F  -3.082  -4.986  -1.360  -0.32
H  -2.410  -2.728  -2.145  0.22
H  -0.847  -3.508  -2.477  0.21
H  -1.868  -5.680  -2.802  0.15
C  1.989  3.635  -0.998  -0.15
C  0.759  4.412  -1.322  0.44
O  0.161  4.622  -0.063  -0.48
C  1.196  4.646  0.822  0.96
O  1.113  5.074  1.962  -0.56
O  2.342  4.138  0.275  -0.48
F  -0.089  3.680  -2.079  -0.33
H  1.802  2.558  -0.924  0.20
H  2.790  3.803  -1.722  0.25
H  0.951  5.377  -1.804  0.16
C  1.079  1.873  -6.244  -0.13
C  1.044  0.793  -5.217  0.44
O  2.096  1.134  -4.344  -0.47
C  2.190  2.492  -4.415  0.98
O  2.792  3.180  -3.608  -0.60
O  1.520  2.990  -5.499  -0.47
F  1.323  -0.409  -5.771  -0.32
H  1.793  1.669  -7.049  0.21
H  0.096  2.059  -6.685  0.21
H  0.105  0.736  -4.657  0.16

---

Density functional theory data (ωB97M-V with the def2-TZVPD basis set) for the ion C7H11N2S2 with charge +1.

Computed properties:
LUMO energy	-3.53	eV
SMILES	Nc1ccccc1C([NH3+])(S)S
charge	+1
HOMO-LUMO gap	8.01	eV
E_HOMO	-11.55	eV
energy above the lowest of the compared OMol25 structures with the same formula, charge and spin	33.6	kcal per mole

Last column: natural (NBO) charge in e.
Geometry (Å):
C  -2.322  -1.001  0.150  -0.22
C  -2.822  0.248  -0.147  -0.17
C  -0.939  -1.218  0.297  -0.23
C  -1.949  1.295  -0.106  -0.23
C  -0.151  -0.168  0.119  -0.22
C  -0.584  1.154  -0.008  0.19
C  1.345  -0.232  0.051  -0.13
N  0.179  2.301  -0.059  -0.80
N  1.796  -1.713  0.172  -0.75
S  2.027  0.517  -1.402  0.12
S  2.073  0.522  1.537  0.06
H  -2.941  -1.987  0.013  0.23
H  -3.962  0.388  -0.279  0.25
H  -0.639  -2.259  0.429  0.21
H  -2.407  2.314  -0.022  0.23
H  -0.292  3.075  -0.355  0.41
H  1.152  2.270  0.381  0.40
H  1.900  -2.109  1.117  0.45
H  1.069  -2.284  -0.379  0.46
H  2.823  -1.822  -0.135  0.47
H  1.637  -0.496  -2.178  0.13
H  3.007  1.206  0.804  0.15

---

Density functional theory data (ωB97M-V with the def2-TZVPD basis set) for a cluster of 2 separate species, C3H8N2O in total.

Computed properties:
LUMO energy	0.65	eV
SMILES	[H]/N=C\OC.C=N
HOMO-LUMO gap	9.74	eV
E_HOMO	-9.09	eV
energy above the lowest of the compared OMol25 structures with the same formula, charge and spin	101.4	kcal per mole

Last column: natural (NBO) charge in e.
Geometry (Å):
C  -1.965  -0.190  -0.036  -0.27
O  -0.791  0.205  0.672  -0.60
H  0.268  1.061  -0.144  0.24
H  -2.268  -1.209  0.219  0.18
H  -2.785  0.466  0.263  0.21
H  -1.791  -0.121  -1.115  0.17
C  1.444  1.020  -0.603  -0.12
C  0.419  -0.802  0.659  0.40
N  2.468  1.485  0.001  -0.62
N  0.461  -1.864  -0.012  -0.64
H  2.208  1.900  0.902  0.32
H  -0.213  -1.954  -0.765  0.36
H  1.567  0.602  -1.614  0.16
H  0.978  -0.600  1.572  0.20

---

Density functional theory data (ωB97M-V with the def2-TZVPD basis set) for a structure of composition C30H34BCl3N10RuSeSi.

Computed properties:
expectation value of S²	8.799
multiplicity	6
LUMO energy (spin up / spin down)	-3.38 / -4.41	eV
charge	+1
HOMO-LUMO gap (spin up / spin down)	6.41 / 5.82	eV
E_HOMO (spin up / spin down)	-9.79 / -10.23	eV
energy above the lowest of the compared OMol25 structures with the same formula, charge and spin	865.0	kcal per mole

Last column: Löwdin spin population.
Geometry (Å):
Ru  -0.046  0.318  -0.147  3.23
C  -2.937  2.756  -3.745  0.05
C  -1.709  3.429  -3.356  0.38
C  0.331  3.044  -3.638  0.02
C  -0.937  4.398  -1.666  0.01
C  -1.274  5.006  -0.511  0.13
C  -1.781  4.132  0.525  -0.01
N  -2.040  2.761  0.465  0.13
N  -1.810  1.976  -0.624  0.24
B  -2.430  1.955  1.821  0.01
N  -1.080  1.837  2.562  0.01
C  -0.652  2.470  3.664  0.00
C  0.676  2.157  3.867  0.00
C  1.015  1.303  2.807  0.01
N  -0.056  1.112  2.036  0.08
C  2.311  0.623  2.472  0.01
C  2.586  -0.490  3.488  0.00
C  3.456  1.635  2.414  0.00
N  -2.893  0.553  1.401  0.01
C  -4.118  0.007  1.536  0.00
C  -4.180  -1.138  0.779  0.00
C  -2.916  -1.243  0.171  0.01
N  -2.154  -0.238  0.589  0.10
C  -2.418  -2.161  -0.909  0.00
C  -3.160  -1.827  -2.208  0.00
C  -2.573  -3.636  -0.550  0.00
H  -2.623  1.917  -4.379  0.01
H  -3.731  3.325  -4.216  0.00
H  -3.248  2.332  -2.781  0.02
H  -0.169  4.544  -3.160  0.01
H  -0.489  1.026  -2.581  0.03
H  0.459  3.855  -2.284  0.00
H  0.137  2.320  -4.441  0.02
H  -1.155  6.067  -0.361  0.01
H  -2.012  4.575  1.484  0.00
H  -3.251  2.562  2.431  0.00
H  -1.314  3.098  4.235  0.00
H  1.312  2.495  4.665  0.00
H  2.172  0.181  1.475  0.00
H  2.700  -0.064  4.484  0.00
H  3.499  -1.028  3.233  0.00
H  1.755  -1.196  3.507  0.00
H  3.597  2.112  3.384  0.00
H  3.244  2.408  1.676  0.00
H  4.384  1.138  2.132  0.00
H  -4.865  0.465  2.162  0.00
H  -5.014  -1.808  0.669  0.00
H  -1.357  -1.912  -1.050  0.00
H  -4.224  -2.043  -2.105  0.00
H  -2.769  -2.421  -3.034  0.00
H  -3.040  -0.769  -2.445  0.00
H  -3.621  -3.879  -0.374  0.00
H  -2.009  -3.882  0.350  0.00
H  -2.209  -4.262  -1.365  0.00
Se  4.867  -5.999  -0.427  0.00
N  3.452  -5.625  0.560  0.00
C  3.007  -4.447  0.211  0.00
C  1.860  -3.790  0.810  0.00
C  1.134  -4.347  1.865  0.00
C  0.082  -3.636  2.396  0.00
C  -0.230  -2.392  1.854  0.01
N  0.437  -1.873  0.837  0.06
C  1.472  -2.541  0.313  0.00
C  2.189  -1.908  -0.795  0.01
N  1.706  -0.739  -1.262  0.06
C  2.335  -0.152  -2.272  0.01
C  3.490  -0.660  -2.853  0.00
C  3.999  -1.848  -2.382  0.01
C  3.327  -2.503  -1.348  0.00
C  3.749  -3.795  -0.838  0.00
N  4.772  -4.467  -1.298  0.00
H  1.418  -5.320  2.242  0.00
H  -0.501  -4.034  3.214  0.00
H  -1.046  -1.795  2.242  0.00
H  1.913  0.768  -2.651  0.00
H  3.962  -0.121  -3.661  0.00
H  4.896  -2.292  -2.792  0.00
Cl  2.015  3.350  -3.797  0.04
Si  -0.422  2.134  -1.569  0.05
Cl  1.268  2.574  -0.490  0.09
Cl  -0.520  3.562  -2.665  0.13